(1)
Formula: C36H61F24N12O18S8
Source: OMol25
Level of theory: ωB97M-V/def2-TZVPD

Structure (ORCA input):
```
! wB97M-V def2-TZVPD RIJCOSX def2/J DEFGRID3
* xyz 1 1
C 12.1718 11.4149 22.8859
N 11.9830 12.3295 24.1328
C 11.7545 11.3147 25.2448
C 13.1657 13.1272 24.3473
C 10.8068 13.2742 23.9531
C 9.4800 12.5952 24.0771
O 9.1976 11.5443 23.1459
H 11.2570 10.9006 22.6060
H 12.9691 10.6842 23.0739
H 12.5051 11.9528 22.0008
H 12.7182 10.8525 25.4312
H 10.9597 10.6512 24.9294
H 11.4138 11.8381 26.1329
H 14.0059 12.4737 24.5675
H 13.0082 13.7393 25.2695
H 13.3174 13.6897 23.4538
H 10.8543 13.6587 22.9314
H 10.8450 13.9856 24.7910
H 8.6910 13.3922 23.9975
H 9.3045 12.1661 25.1149
H 9.0569 10.8173 23.7897
C 3.5403 11.0698 26.4034
N 3.6771 11.1783 24.9033
C 2.9865 9.9771 24.3426
C 2.9617 12.3363 24.3365
C 5.0853 11.0566 24.3936
C 6.0946 12.0509 24.7592
O 5.7823 13.3001 24.1945
H 2.5619 11.1791 26.7646
H 4.1578 11.8157 26.8804
H 4.0144 10.0282 26.4830
H 3.4631 9.1022 24.8151
H 3.0980 9.8553 23.2335
H 1.9522 10.0588 24.7304
H 3.0629 12.4520 23.2389
H 3.3797 13.2095 24.8463
H 1.8934 12.1953 24.5824
H 4.9737 10.8818 23.2789
H 5.4376 10.0651 24.7938
H 6.9994 11.6515 24.3759
H 6.1864 12.1738 25.8692
H 6.4212 13.9019 24.5886
C 18.1913 16.7866 27.9909
C 16.9367 16.0470 27.6024
N 16.7364 14.6886 28.2716
C 17.4402 13.5279 28.0120
C 16.9008 12.4974 28.7545
N 15.8516 13.0718 29.4179
C 15.8121 14.3845 29.2185
C 14.9018 12.3562 30.2776
H 18.1194 16.8359 29.0545
H 18.1352 17.8335 27.5742
H 19.1273 16.3704 27.6705
H 16.8437 15.8901 26.5371
H 16.0980 16.5931 27.9822
H 18.2020 13.5174 27.2450
H 17.1522 11.4547 28.7811
H 14.9718 14.9502 29.6667
H 14.0894 13.0374 30.6450
H 15.4525 11.9598 31.1452
H 14.4286 11.5610 29.6453
C 12.2537 4.8724 24.2740
C 13.1300 5.8151 25.1482
N 12.8460 5.6898 26.5839
C 11.6189 5.9548 27.1763
C 11.8620 5.9910 28.4977
N 13.2312 6.0059 28.6908
C 13.8335 5.7749 27.5105
C 13.9223 6.4244 29.8889
H 12.4999 3.7934 24.5477
H 12.3266 4.9435 23.1583
H 11.1559 4.9494 24.5561
H 12.9797 6.8331 24.8463
H 14.1844 5.6370 25.0078
H 10.7103 6.1244 26.5992
H 11.1669 6.0865 29.3051
H 14.9489 5.5948 27.4511
H 14.6610 5.6195 30.0504
H 13.1135 6.4819 30.6365
H 14.4287 7.3962 29.6850
C 9.2938 10.2421 18.1501
C 9.1391 9.7662 16.7047
N 7.7006 9.4064 16.4767
C 7.2150 8.1452 16.2255
C 5.8996 8.2678 16.2102
N 5.5231 9.6198 16.3816
C 6.6990 10.2607 16.6262
C 4.0950 10.0695 16.5262
H 9.3011 9.3281 18.7096
H 8.4138 10.8343 18.4246
H 10.3032 10.7008 18.2453
H 9.7371 8.9398 16.3129
H 9.3512 10.5811 15.9476
H 7.8472 7.3023 15.9267
H 5.1527 7.4726 16.1437
H 6.7662 11.3153 16.9717
H 4.1176 11.1442 16.8462
H 3.5919 9.4094 17.1935
H 3.6928 9.9941 15.5254
C 13.4953 18.4032 25.9452
F 14.1735 18.7297 27.0166
F 12.3191 19.0898 25.9376
F 14.1970 18.7111 24.8683
S 13.1068 16.5564 25.9257
O 12.4463 16.2626 24.7078
O 14.3440 15.8706 26.1430
N 12.0925 16.5414 27.1748
S 11.8519 15.1313 27.8765
O 11.2993 14.1692 26.9396
O 12.8084 14.6932 28.8294
C 10.3287 15.6199 28.8311
F 10.6431 16.3826 29.8934
F 9.5946 16.3388 27.9834
F 9.6611 14.5806 29.2142
C 8.7009 10.3794 28.9844
F 9.2869 11.5677 28.9890
F 9.6557 9.3985 28.8486
F 8.2353 10.1160 30.2377
S 7.4516 10.1097 27.7338
O 6.3272 10.9492 28.0892
O 8.0400 10.5159 26.4872
N 7.2099 8.6002 27.9601
S 7.8758 7.3835 27.2420
O 8.5226 7.6217 25.9699
O 8.4862 6.4749 28.1759
C 6.3381 6.4962 26.7109
F 6.4414 5.2367 26.1602
F 5.5055 6.3772 27.7391
F 5.7711 7.3389 25.8204
C 16.4459 10.3734 23.3976
F 15.4900 11.2592 23.0531
F 17.0662 9.8351 22.3807
F 17.3316 11.0215 24.1286
S 15.5058 8.9885 24.2183
O 14.4069 8.6554 23.3581
O 16.4593 7.9263 24.4829
N 15.1066 9.8075 25.5061
S 15.0812 9.3746 26.9828
O 15.0576 10.4926 27.9025
O 14.1209 8.3264 27.3103
C 16.7061 8.6021 27.3698
F 16.7723 8.4745 28.7955
F 16.9405 7.4423 26.8491
F 17.6662 9.4684 27.1117
C 6.6169 13.2930 20.3419
F 7.6291 12.8285 19.5754
F 7.0505 13.6548 21.5792
F 6.1900 14.4213 19.8315
S 5.2035 12.0846 20.4654
O 4.2768 12.7846 21.2689
O 4.8246 11.7559 19.0939
N 5.9307 10.8891 21.1800
S 5.9860 9.4341 20.4592
O 4.8927 8.6788 20.9348
O 6.4056 9.4105 19.1081
C 7.4093 8.6884 21.4068
F 8.5142 9.4488 21.2791
F 7.1761 8.5688 22.6881
F 7.5963 7.4569 20.9338
*
```

Its HOMO-LUMO gap is 9.64 eV. The calculation puts the strongest force on any atom at 3.843 eV/Å. Its LUMO energy is -0.0527 hartree.


(2)
Formula: C36H63ClMoN4O5S3Si
Source: OMol25
Level of theory: ωB97M-V/def2-TZVPD

Structure (ORCA input):
```
! wB97M-V def2-TZVPD RIJCOSX def2/J DEFGRID3
* xyz 0 3
Mo -0.0596 -0.2792 1.7242
C 2.5262 4.0267 4.3405
S 1.0180 4.1650 3.3744
C 0.4694 2.4964 3.2884
S 1.4731 1.1516 3.6345
N -0.7803 2.4309 2.9153
N -1.2086 1.0999 2.8208
C -2.3893 0.9423 3.2238
C -2.9797 -0.3989 3.1953
C -4.2279 -0.6447 3.7188
C -4.6961 -1.9492 3.7281
C -3.9018 -2.9399 3.1852
C -2.6666 -2.5917 2.6623
N -2.2010 -1.3441 2.6793
H 2.9953 5.0094 4.2926
H 2.2991 3.7750 5.3731
H 3.1876 3.2792 3.9082
H -2.9161 1.8038 3.6171
H -4.8131 0.1773 4.1198
H -5.6649 -2.1855 4.1522
H -4.2238 -3.9732 3.1607
H -2.0285 -3.3369 2.2015
C 2.6292 -1.8620 3.1148
N 1.1773 -2.0209 2.8532
C 0.5374 -2.1589 4.1915
C 1.0177 -3.2960 2.0897
C -0.0063 -3.2253 0.9983
C -0.3889 -4.4157 0.3743
C -1.3358 -4.4040 -0.6308
C -1.9019 -3.1934 -1.0311
C -1.5075 -2.0117 -0.4273
C -0.5451 -2.0003 0.5968
H 2.9670 -2.6961 3.7389
H 2.8296 -0.9306 3.6307
H 3.1694 -1.8655 2.1806
H 1.0610 -2.9228 4.7712
H -0.4992 -2.4493 4.0945
H 0.5977 -1.2105 4.7156
H 0.7846 -4.1033 2.7892
H 1.9720 -3.5507 1.6276
H 0.0621 -5.3526 0.6863
H -1.6269 -5.3309 -1.1118
H -2.6557 -3.1783 -1.8104
H -1.9532 -1.0752 -0.7270
Cl 3.4013 0.2916 0.8716
C 1.6111 0.5136 0.6009
H 1.4512 0.3111 -0.4548
H 1.4650 1.5813 0.7308
C -2.8492 3.8576 0.8512
C -3.4891 2.9724 -0.2078
C -4.4867 3.7632 -1.0348
C -4.1681 1.7648 0.4274
O -2.4990 2.4960 -1.1262
Si -0.9991 1.8601 -0.9352
O -0.9312 0.7694 0.2425
O -0.6382 1.1855 -2.3927
C -1.3448 0.9388 -3.6161
C -1.8385 2.2417 -4.2359
C -0.3434 0.2848 -4.5467
C -2.5139 -0.0024 -3.3578
O 0.1145 3.0086 -0.5807
C 0.8041 4.0083 -1.3395
C 1.8446 3.3318 -2.2229
C 1.4772 4.9081 -0.3232
C -0.1825 4.8072 -2.1842
H -3.6207 4.2740 1.5065
H -2.3143 4.6848 0.3767
H -2.1340 3.2982 1.4634
H -5.2868 4.1592 -0.4020
H -4.9298 3.1255 -1.8056
H -3.9807 4.5999 -1.5260
H -4.8826 2.0806 1.1957
H -3.4121 1.1189 0.8773
H -4.7016 1.1854 -0.3329
H -0.9901 2.8683 -4.5251
H -2.4630 2.7950 -3.5334
H -2.4237 2.0243 -5.1327
H 0.5019 0.9560 -4.7237
H -0.8122 0.0511 -5.5086
H 0.0321 -0.6416 -4.1054
H -3.1731 0.4166 -2.5891
H -2.1459 -0.9720 -3.0165
H -3.0948 -0.1496 -4.2708
H 2.6000 2.8401 -1.6013
H 2.3401 4.0669 -2.8637
H 1.3705 2.5736 -2.8514
H 2.2341 4.3530 0.2389
H 0.7374 5.2882 0.3850
H 1.9594 5.7555 -0.8227
H -0.7225 4.1538 -2.8782
H 0.3436 5.5718 -2.7608
H -0.9182 5.2990 -1.5419
C 1.2647 -4.0979 -3.4890
C 2.3279 -3.0049 -3.4253
C 2.1351 -2.0569 -2.2353
S 2.9500 -2.6335 -0.7327
O 2.8601 -4.1472 -0.6964
C 4.6594 -2.2520 -1.2480
C 5.6125 -3.3382 -0.7657
C 5.7092 -3.4150 0.7625
H 1.4453 -4.7682 -4.3324
H 0.2667 -3.6629 -3.6067
H 1.2763 -4.6854 -2.5726
H 2.3112 -2.4187 -4.3438
H 3.3132 -3.4756 -3.3674
H 1.0792 -1.9314 -1.9757
H 2.5593 -1.0613 -2.4128
H 4.8944 -1.2924 -0.7866
H 4.6784 -2.1407 -2.3321
H 6.5976 -3.1375 -1.1922
H 5.2724 -4.2998 -1.1537
H 5.9081 -2.4272 1.1947
H 6.5101 -4.0892 1.0749
H 4.7747 -3.7940 1.1877
*
```

As for the energy relative to the best compared isomer or geometry (same formula, charge and spin): 111.0 kJ/mol. Its HOMO-LUMO gap (spin up / spin down) is 6.88 / 7.20 eV. The calculation puts the strongest force on any atom at 1.432 eV/Å. Its LUMO energy (spin up / spin down) is -0.0232 / -0.0361 hartree.


- Which of these has the lowest strongest force on any atom?
  C36H63ClMoN4O5S3Si